1.
The following is a quantum chemistry calculation of a cluster of 3 separate species, C2H10N2O3 in total in a non-equilibrium geometry, from OMol25.

Results
- Kohn-Sham gap (eV) = 10.07
- HOMO level (eV) = -9.56
- charge = 0
- energy relative to the best compared isomer or geometry (same formula, charge and spin) (kJ/mol) = 148.11
- SMILES = CNC(N)=O.O.O
- energy (eV) = -11358.4983

Positions of all 17 atoms, in Å:
C: 0.359 -1.610 0.531
N: -0.675 -0.750 1.145
C: -1.822 -0.409 0.540
N: -2.859 -0.300 1.443
O: -1.983 -0.165 -0.664
H: -0.168 -2.407 0.098
H: 0.964 -1.039 -0.219
H: 0.948 -2.036 1.297
H: -0.352 -0.192 1.842
H: -2.692 -0.194 2.430
H: -3.853 -0.146 1.294
O: 0.015 1.801 -1.975
H: -0.018 1.127 -1.278
H: 0.792 2.359 -1.834
O: 4.004 1.287 -1.255
H: 3.939 0.733 -1.962
H: 3.402 1.943 -1.433



2.
The following is a quantum chemistry calculation of the molecule C21H20N6O4 in a non-equilibrium geometry, from OMol25.

Results
- Kohn-Sham gap (eV) = 8.63
- HOMO level (eV) = -8.37
- charge = 0
- energy relative to the best compared isomer or geometry (same formula, charge and spin) (kJ/mol) = 31.51
- SMILES = COC(=O)c1ccc(NC(=O)CCc2nnc3ccc(NCc4ccco4)nn23)cc1
- energy (eV) = -39231.7722

Positions of all 51 atoms, in Å:
C: 5.949 -3.632 0.431
O: 4.666 -3.212 0.866
C: 4.402 -1.902 0.728
O: 5.196 -1.119 0.262
C: 3.051 -1.540 1.200
C: 2.702 -0.191 1.245
C: 1.445 0.202 1.650
C: 0.499 -0.762 1.999
N: -0.827 -0.443 2.286
C: -1.451 0.750 2.021
O: -0.884 1.819 2.043
C: -2.930 0.641 1.697
C: -3.379 -0.647 0.981
C: -2.323 -1.295 0.156
N: -2.128 -2.594 0.066
N: -1.070 -2.836 -0.699
C: -0.582 -1.674 -1.084
C: 0.560 -1.298 -1.823
C: 0.822 0.027 -1.940
C: -0.063 0.989 -1.341
N: 0.236 2.306 -1.395
C: -0.677 3.287 -0.843
C: -1.992 3.296 -1.559
C: -2.300 3.450 -2.880
C: -3.706 3.313 -2.979
C: -4.145 3.087 -1.713
O: -3.116 3.072 -0.851
N: -1.152 0.648 -0.694
N: -1.367 -0.659 -0.564
C: 0.852 -2.114 1.974
C: 2.115 -2.499 1.583
H: 5.998 -4.702 0.615
H: 6.729 -3.110 0.989
H: 6.079 -3.419 -0.633
H: 3.438 0.542 0.953
H: 1.179 1.245 1.682
H: -1.423 -1.252 2.405
H: -3.496 0.756 2.625
H: -3.146 1.510 1.073
H: -4.230 -0.401 0.340
H: -3.724 -1.402 1.691
H: 1.189 -2.063 -2.246
H: 1.692 0.384 -2.467
H: 0.916 2.605 -2.073
H: -0.193 4.264 -0.900
H: -0.861 3.030 0.205
H: -1.617 3.640 -3.683
H: -4.299 3.377 -3.869
H: -5.127 2.934 -1.312
H: 0.117 -2.862 2.234
H: 2.377 -3.544 1.550



3.
The following is a quantum chemistry calculation of a structure of composition C21H17BN10O3OsSSe, from OMol25.

Results
- spin multiplicity = 6
- ⟨S²⟩ = 8.8220
- Kohn-Sham gap (alpha / beta) (eV) = 8.32 / 5.22
- HOMO level (alpha / beta) (eV) = -10.57 / -11.13
- charge = +1
- energy relative to the best compared isomer or geometry (same formula, charge and spin) (kJ/mol) = 15.56
- energy (eV) = -122414.9457

Positions of all 55 atoms, in Å:
Os: 0.163 1.162 1.421
C: 2.099 -1.472 4.118
C: 1.730 -0.205 3.710
N: 1.054 -0.291 2.550
N: 0.986 -1.597 2.203
C: 1.612 -2.321 3.134
B: 0.396 -2.061 0.815
N: -1.073 -1.566 0.794
C: -2.236 -2.174 0.553
C: -3.261 -1.245 0.664
C: -2.639 -0.055 0.976
N: -1.306 -0.245 1.041
N: 1.173 -1.322 -0.304
C: 1.757 -1.789 -1.421
C: 2.421 -0.750 -2.039
C: 2.187 0.353 -1.223
N: 1.425 0.006 -0.189
N: 0.560 -3.545 0.701
C: 1.731 -4.222 0.517
C: 1.474 -5.558 0.663
C: 0.097 -5.615 0.958
N: -0.443 -4.415 0.992
H: 2.640 -1.744 5.006
H: 1.893 0.752 4.173
H: 1.666 -3.393 3.049
H: -2.254 -3.229 0.350
H: -4.315 -1.420 0.544
H: -3.066 0.915 1.168
H: 1.662 -2.823 -1.701
H: 2.998 -0.790 -2.945
H: 2.522 1.370 -1.334
H: 2.653 -3.706 0.314
H: 2.169 -6.373 0.575
H: -0.515 -6.482 1.146
O: -3.959 3.573 -2.006
C: -2.748 3.187 -2.377
C: -2.522 3.194 -3.786
C: -1.283 2.803 -4.305
C: -0.272 2.403 -3.490
C: -0.423 2.347 -2.003
C: -1.758 2.796 -1.492
C: -2.046 2.821 -0.081
O: -3.125 3.158 0.389
O: -1.068 2.491 0.795
H: -4.002 3.523 -1.019
H: -3.330 3.519 -4.424
H: -1.128 2.831 -5.375
H: 0.693 2.119 -3.887
H: -0.244 1.309 -1.692
S: 2.395 4.733 3.264
C: 1.801 3.476 2.586
N: 1.359 2.480 2.071
Se: 1.907 5.748 -1.362
C: 1.132 4.214 -1.400
N: 0.663 3.120 -1.387



4.
The following is a quantum chemistry calculation of a cluster of 8 separate species, C26H62F12N6O6P2 in total in a non-equilibrium geometry, from OMol25.

Results
- Kohn-Sham gap (eV) = 9.01
- HOMO level (eV) = -8.84
- charge = 0
- energy (eV) = -100384.6720

Positions of all 114 atoms, in Å:
N: 0.397 0.505 0.124
H: 1.380 0.788 0.042
H: -0.211 1.090 -0.455
H: 0.118 0.383 1.098
H: 0.410 -0.445 -0.264
N: -0.125 -0.163 3.437
O: -0.895 0.602 2.806
O: 0.703 -0.880 2.821
O: -0.348 -0.357 4.657
N: -2.285 2.970 -1.303
O: -1.960 3.688 -2.276
O: -1.526 2.051 -0.920
O: -3.372 3.151 -0.740
C: 1.790 6.631 -7.581
C: 0.552 5.800 -7.196
C: 0.801 5.159 -5.786
C: -0.195 4.104 -5.419
N: 0.127 3.218 -4.216
C: 1.325 2.356 -4.407
C: 1.164 1.092 -3.559
C: -0.391 1.071 -3.238
C: -0.965 2.122 -4.129
C: 0.247 4.084 -2.983
H: 1.532 7.176 -8.493
H: 2.752 6.144 -7.723
H: 1.922 7.447 -6.865
H: 0.353 5.106 -8.013
H: -0.286 6.495 -7.142
H: 0.792 5.965 -5.054
H: 1.795 4.722 -5.905
H: -0.422 3.487 -6.290
H: -1.152 4.541 -5.128
H: 2.215 2.974 -4.292
H: 1.361 2.042 -5.453
H: 1.746 1.055 -2.642
H: 1.405 0.160 -4.069
H: -0.448 1.348 -2.182
H: -0.955 0.140 -3.242
H: -1.903 2.596 -3.845
H: -0.990 1.838 -5.182
H: 1.134 4.680 -3.177
H: 0.380 3.424 -2.130
H: -0.696 4.615 -2.885
C: 0.316 -4.190 6.284
C: 1.233 -2.966 6.287
C: 2.463 -3.060 5.386
C: 2.044 -3.200 3.911
N: 3.189 -2.903 2.951
C: 3.825 -1.529 3.286
C: 4.389 -0.980 1.952
C: 3.928 -1.947 0.890
C: 2.768 -2.670 1.494
C: 4.173 -4.030 3.010
H: 0.675 -4.845 7.085
H: 0.313 -4.721 5.337
H: -0.659 -3.936 6.700
H: 1.553 -2.732 7.304
H: 0.748 -2.037 5.970
H: 3.141 -3.897 5.574
H: 3.055 -2.165 5.570
H: 1.230 -2.507 3.687
H: 1.653 -4.193 3.694
H: 4.590 -1.612 4.051
H: 2.942 -0.953 3.560
H: 5.466 -0.821 2.007
H: 4.014 0.029 1.781
H: 4.671 -2.678 0.543
H: 3.798 -1.480 -0.088
H: 2.291 -3.596 1.184
H: 1.979 -1.917 1.572
H: 4.499 -4.172 4.036
H: 4.996 -3.798 2.341
H: 3.667 -4.937 2.685
C: -2.358 -3.101 3.980
C: -2.545 -2.397 2.631
C: -3.903 -1.680 2.594
N: -4.307 -1.134 1.237
C: -3.381 -0.076 0.727
C: -4.507 -2.206 0.150
C: -5.737 -1.868 -0.636
C: -6.299 -0.541 -0.022
C: -5.732 -0.594 1.383
H: -1.287 -3.217 4.173
H: -2.833 -4.076 4.076
H: -2.594 -2.479 4.846
H: -2.521 -3.095 1.787
H: -1.663 -1.816 2.364
H: -4.010 -0.846 3.293
H: -4.717 -2.297 2.984
H: -3.808 0.283 -0.206
H: -2.433 -0.577 0.550
H: -3.260 0.723 1.453
H: -3.652 -2.322 -0.517
H: -4.538 -3.127 0.732
H: -5.571 -1.639 -1.687
H: -6.494 -2.652 -0.617
H: -5.972 0.311 -0.611
H: -7.386 -0.564 0.020
H: -5.643 0.372 1.880
H: -6.258 -1.284 2.039
P: 0.092 -2.712 -1.348
F: -0.130 -2.906 0.217
F: 1.356 -1.662 -1.145
F: 1.078 -3.991 -1.479
F: 0.296 -2.401 -2.927
F: -1.144 -3.699 -1.745
F: -0.970 -1.470 -1.299
P: 3.215 2.880 0.033
F: 2.784 3.079 -1.518
F: 4.799 2.623 -0.305
F: 3.497 4.460 0.041
F: 3.666 2.887 1.618
F: 1.638 3.016 0.367
F: 3.007 1.265 0.045



5.
The following is a quantum chemistry calculation of the molecule C2H3N3O in a non-equilibrium geometry, from OMol25.

Results
- Kohn-Sham gap (eV) = 10.11
- HOMO level (eV) = -9.26
- charge = 0
- energy relative to the best compared isomer or geometry (same formula, charge and spin) (kJ/mol) = 229.60
- SMILES = Oc1nc[nH]n1
- energy (eV) = -8638.1149

Positions of all 9 atoms, in Å:
O: -1.508 0.458 -1.639
C: -0.796 0.208 -0.509
N: -0.077 1.325 0.342
C: 0.746 0.658 1.060
N: 0.686 -0.897 0.596
N: -0.330 -0.962 -0.266
H: -0.985 0.148 -2.404
H: 1.519 0.915 1.811
H: 0.745 -1.854 1.010



6.
The following is a quantum chemistry calculation of a cluster of 2 separate species, Cl2O4 in total in a non-equilibrium geometry, from OMol25.

Results
- Kohn-Sham gap (eV) = 6.70
- HOMO level (eV) = 0.03
- charge = -2
- energy (eV) = -33227.8405

Positions of all 6 atoms, in Å:
Cl: 0.440 0.475 0.167
O: 0.285 -0.456 -0.937
O: -0.540 1.513 0.022
O: 0.124 -0.084 1.472
O: 1.841 0.877 0.104
Cl: -2.149 -2.324 -0.828



7.
The following is a quantum chemistry calculation of a structure of composition C5H10O3Zn in a non-equilibrium geometry, from OMol25.

Results
- spin multiplicity = 2
- ⟨S²⟩ = 0.7542
- Kohn-Sham gap (alpha / beta) (eV) = 7.26 / 8.32
- HOMO level (alpha / beta) (eV) = -12.23 / -13.64
- charge = +1
- energy relative to the best compared isomer or geometry (same formula, charge and spin) (kJ/mol) = 0.00
- energy (eV) = -59897.9200

Positions of all 19 atoms, in Å:
C: 2.638 0.817 0.377
O: 1.798 1.740 -0.224
C: 2.296 -0.622 -0.007
O: 0.914 -0.854 0.296
C: 0.044 -0.975 -0.722
C: -1.381 -0.906 -0.327
O: -1.685 0.484 -0.036
C: -3.006 0.727 0.441
Zn: -0.049 1.507 -0.286
H: 2.603 0.889 1.482
H: 3.694 0.975 0.084
H: 2.881 -1.340 0.581
H: 2.475 -0.788 -1.079
H: 0.394 -1.310 -1.700
H: -1.585 -1.489 0.585
H: -2.034 -1.242 -1.143
H: -3.110 1.807 0.582
H: -3.734 0.374 -0.300
H: -3.152 0.206 1.397



8.
The following is a quantum chemistry calculation of a structure of composition C32H54DyN2O3P2 in a non-equilibrium geometry, from OMol25.

Results
- spin multiplicity = 6
- ⟨S²⟩ = 9.3482
- Kohn-Sham gap (alpha / beta) (eV) = 7.19 / 7.26
- HOMO level (alpha / beta) (eV) = -10.00 / -10.02
- charge = +1
- energy (eV) = -85840.7946

Positions of all 94 atoms, in Å:
Dy: -0.398 -0.319 1.124
C: -0.501 -3.129 1.877
C: 0.860 -3.284 1.491
C: 0.780 -1.691 3.160
C: -0.563 -2.152 2.922
C: 1.647 -2.405 2.278
C: -1.652 -3.909 1.365
H: -1.433 -4.360 0.390
H: -2.547 -3.281 1.248
H: -1.921 -4.725 2.055
C: -1.788 -1.753 3.661
H: -2.695 -2.036 3.106
H: -1.839 -0.674 3.897
H: -1.821 -2.292 4.623
C: 1.236 -0.789 4.243
H: 1.356 -1.360 5.183
H: 0.529 0.029 4.451
H: 2.209 -0.339 3.999
C: 3.123 -2.295 2.245
H: 3.600 -2.903 3.031
H: 3.448 -1.259 2.398
H: 3.531 -2.631 1.286
C: 1.390 -4.225 0.474
H: 1.800 -5.149 0.915
H: 2.201 -3.760 -0.103
H: 0.614 -4.520 -0.241
C: -1.908 -0.145 -6.084
C: -1.810 -1.480 -6.140
C: -0.839 -2.287 -6.953
C: 0.467 -1.574 -7.373
C: 1.276 -1.027 -6.231
C: 1.163 0.163 -5.626
C: 0.220 1.276 -5.975
C: -1.044 0.876 -6.768
H: -1.332 -2.652 -7.871
H: 0.245 -0.824 -8.140
H: -0.575 -3.193 -6.385
H: -0.761 0.587 -7.786
H: -2.743 0.291 -5.520
H: -2.576 -2.082 -5.633
H: -1.651 1.790 -6.871
H: -0.089 1.778 -5.044
H: 1.892 0.417 -4.846
H: 0.757 2.043 -6.560
H: 1.093 -2.336 -7.866
H: 2.083 -1.697 -5.906
P: -0.917 -1.112 -1.402
P: 1.873 0.276 -0.215
C: -0.011 0.150 -2.410
C: 0.973 1.078 -1.636
H: -0.789 0.761 -2.899
H: 0.536 -0.392 -3.199
H: 1.770 1.449 -2.304
H: 0.426 1.944 -1.225
C: 2.678 1.614 0.736
H: 3.344 1.158 1.485
H: 1.946 2.223 1.289
H: 3.264 2.267 0.074
C: 3.249 -0.533 -1.077
H: 3.681 0.159 -1.819
H: 2.888 -1.439 -1.586
H: 4.018 -0.828 -0.347
C: -2.670 -0.573 -1.267
H: -3.202 -1.247 -0.574
H: -3.140 -0.645 -2.258
H: -2.766 0.449 -0.870
C: -0.990 -2.666 -2.319
H: 0.001 -3.151 -2.297
H: -1.308 -2.489 -3.361
H: -1.703 -3.332 -1.804
C: 1.306 3.166 5.336
C: 0.606 3.895 4.202
C: -0.913 3.597 3.981
C: -1.912 4.015 5.086
C: -1.817 3.274 6.406
C: -1.309 4.363 2.713
O: -1.424 5.575 2.625
N: -1.546 3.576 1.575
C: -1.164 2.290 1.424
O: -1.222 1.687 0.296
N: -0.768 1.588 2.492
C: -1.051 2.087 3.751
O: -1.368 1.274 4.630
H: 0.916 3.470 6.311
H: 2.376 3.414 5.312
H: 1.228 2.074 5.243
H: 1.122 3.636 3.259
H: 0.739 4.982 4.322
H: -1.886 5.105 5.236
H: -2.912 3.794 4.675
H: -0.846 3.399 6.886
H: -2.607 3.615 7.084
H: -1.966 2.207 6.215
H: -1.770 4.084 0.725